# 1
Formula: C25H26N2O7S
Source: the OMol25 dataset
Level of theory: ωB97M-V/def2-TZVPD

```
61
Properties=species:S:1:pos:R:3:forces:R:3
C 0.1281 1.4692 4.5860 0.029 0.311 0.076
C -0.0975 2.0232 3.2042 0.039 -0.191 0.242
O 0.1691 3.1690 2.9214 0.027 0.095 -0.020
C -0.6375 1.0902 2.1754 -0.237 -0.071 -0.490
C -1.1488 1.6450 1.0001 -0.053 -0.057 0.124
C -1.5789 0.8360 -0.0345 -0.151 0.118 0.056
C -1.4768 -0.5354 0.1016 -0.119 -0.310 -0.229
S -1.9526 -1.6093 -1.2592 -0.110 0.225 0.067
O -3.3743 -1.5047 -1.4219 -0.003 0.253 -0.109
O -1.3920 -2.9076 -0.9996 0.237 0.123 -0.015
N -1.2267 -0.8987 -2.5710 -0.506 -0.413 0.902
C 0.1738 -1.2313 -2.7566 0.449 -0.072 0.155
C 0.9524 -0.8143 -1.5456 0.386 -0.370 -0.086
C 1.4543 -1.7001 -0.6577 0.031 0.344 -0.400
C 2.0929 -1.2738 0.5448 0.233 0.367 0.222
C 2.5410 -2.1643 1.5229 0.075 0.296 0.224
C 3.0821 -1.7060 2.7061 -0.136 0.021 -0.018
C 3.2096 -0.3196 2.9226 -0.045 -0.061 -0.165
C 2.7671 0.5756 1.9644 0.055 -0.145 0.102
C 2.2039 0.1116 0.7800 0.260 -0.658 0.243
N 1.7420 0.9783 -0.1711 0.003 0.340 -0.082
C 1.0931 0.6250 -1.3337 0.336 0.019 0.280
O 0.6862 1.4880 -2.0910 -0.134 0.126 -0.282
O 3.7504 0.1824 4.0722 -0.284 0.165 -0.331
C 4.4751 -0.7714 4.8224 0.084 -0.582 0.203
C 3.6772 -2.0686 4.9293 0.134 0.417 0.296
O 3.4710 -2.6224 3.6485 0.063 -0.090 -0.295
C -2.0113 -0.6318 -3.7545 -0.457 0.340 -0.506
C -2.0069 0.8725 -4.1049 0.281 -0.222 0.373
C -3.2033 1.6090 -3.4909 0.149 -0.007 -0.156
C -4.2381 1.5287 -4.6116 0.213 -0.050 -0.126
C -3.3519 1.6308 -5.8508 -0.267 0.248 -0.165
O -2.1136 1.0287 -5.5149 -0.004 -0.185 -0.006
C -1.0107 -1.1051 1.2719 -0.107 -0.181 -0.019
C -0.5952 -0.2962 2.3137 -0.142 0.269 0.012
H 1.0255 0.8526 4.5733 0.089 -0.149 0.025
H -0.7147 0.8653 4.9100 -0.042 -0.112 0.044
H 0.2872 2.2908 5.2799 0.010 0.015 -0.014
H -1.1841 2.7207 0.9120 0.016 0.070 -0.036
H -1.9500 1.2542 -0.9551 -0.002 0.143 -0.104
H 0.2939 -2.3087 -2.9276 0.069 0.147 -0.082
H 0.5271 -0.6713 -3.6258 -0.086 -0.058 0.039
H 1.3314 -2.7599 -0.8255 -0.074 -0.135 -0.059
H 2.4519 -3.2276 1.3707 -0.029 -0.188 -0.010
H 2.8618 1.6321 2.1587 0.028 0.189 0.039
H 1.8211 1.9735 0.0054 -0.098 -0.129 -0.121
H 4.6465 -0.3257 5.8028 0.012 -0.086 -0.070
H 5.4373 -0.9749 4.3348 -0.077 0.055 0.064
H 4.2167 -2.8197 5.5073 -0.044 0.102 0.005
H 2.7099 -1.8622 5.4090 0.088 -0.041 -0.029
H -1.6190 -1.1910 -4.6106 0.017 -0.014 0.116
H -3.0266 -0.9750 -3.5516 -0.005 0.029 -0.264
H -1.0492 1.2961 -3.7795 -0.150 -0.063 -0.020
H -2.9445 2.6484 -3.2850 0.000 0.012 0.058
H -3.5430 1.1285 -2.5759 -0.012 0.042 0.103
H -4.7457 0.5642 -4.5861 -0.071 -0.019 -0.017
H -4.9806 2.3219 -4.5678 -0.069 -0.018 0.012
H -3.1771 2.6828 -6.1181 -0.061 -0.098 -0.004
H -3.7625 1.1123 -6.7210 0.005 0.080 0.048
H -0.9592 -2.1803 1.3356 0.091 -0.128 0.080
H -0.2073 -0.7495 3.2118 0.068 -0.060 0.115
```
Forces are in eV/Å.

As for the structure (SMILES): CC(=O)c1ccc(S(=O)(=O)N(Cc2cc3cc4c(cc3[nH]c2=O)OCCO4)C[C@@H]2CCCO2)cc1. The calculation puts the LUMO energy at -0.34 eV.

---

# 2
Formula: C25H26N4O2S
Source: the OMol25 dataset
Level of theory: ωB97M-V/def2-TZVPD

```
58
Properties=species:S:1:pos:R:3:forces:R:3
C 2.7690 2.0617 -2.3386 0.137 0.024 -0.008
C 1.5369 2.3684 -2.6958 -0.218 -0.051 0.003
C 0.3864 1.4082 -2.6313 0.512 -0.328 -0.335
N -0.6610 1.9302 -1.7883 -0.615 0.246 0.411
C -0.6788 2.0731 -0.4364 0.073 -0.199 -0.069
C 0.4290 1.7386 0.4975 0.145 0.412 0.281
O 1.0391 0.5372 0.0959 0.134 -0.235 -0.007
C 2.0630 0.0406 0.8548 0.099 -0.059 -0.086
C 2.7401 -1.0498 0.3098 -0.066 0.096 -0.071
C 3.7750 -1.6339 1.0084 -0.086 0.036 -0.105
C 4.1528 -1.1406 2.2470 0.014 0.082 0.161
C 3.4954 -0.0498 2.7934 0.126 -0.144 -0.071
C 3.8793 0.4910 4.1377 -0.054 -0.025 0.018
C 2.4501 0.5401 2.0889 -0.241 0.128 -0.129
N -1.8211 2.5812 -0.0515 0.507 -0.170 0.953
N -2.5731 2.7934 -1.1376 -0.488 0.491 -0.740
C -1.8864 2.3992 -2.1743 0.153 0.147 -0.405
S -2.4341 2.3710 -3.8315 -0.288 0.081 -0.035
C -3.7464 1.0936 -3.6810 0.343 0.062 -0.095
C -3.0647 -0.2036 -3.2711 -0.436 0.276 -0.143
O -2.6086 -0.9496 -4.1148 0.077 -0.025 0.027
C -2.8968 -0.4042 -1.8448 -0.003 -0.285 0.425
C -3.5711 0.1928 -0.7982 -0.102 -0.152 -0.453
N -3.0410 -0.2008 0.3782 -0.296 0.058 0.338
C -1.9869 -1.0509 0.1507 0.491 -0.518 -0.457
C -1.1136 -1.6620 1.0485 0.101 0.050 0.118
C -1.2246 -1.4406 2.5300 -0.123 -0.218 -0.073
C -2.2907 -2.3508 3.1434 0.126 0.147 0.082
C -0.1604 -2.4988 0.4993 -0.159 0.055 0.101
C -0.0591 -2.7032 -0.8778 0.053 -0.085 -0.115
C -0.8998 -2.0688 -1.7652 0.095 -0.060 -0.030
C -1.8828 -1.2325 -1.2441 -0.150 0.137 0.326
H 3.5723 2.7757 -2.4009 0.122 0.171 -0.047
H 3.0259 1.0797 -1.9771 -0.011 -0.237 0.109
H 1.2856 3.3598 -3.0505 0.055 0.158 -0.043
H 0.7052 0.4435 -2.2309 -0.073 0.088 -0.146
H -0.0469 1.2680 -3.6282 0.037 -0.060 0.215
H -0.0087 1.6588 1.5008 0.041 0.038 -0.121
H 1.1661 2.5586 0.4989 -0.045 -0.174 0.072
H 2.4307 -1.4212 -0.6536 -0.050 -0.045 -0.116
H 4.2957 -2.4790 0.5837 0.041 -0.077 -0.055
H 4.9648 -1.6038 2.7873 0.092 -0.029 0.069
H 3.1607 0.1656 4.8904 -0.001 0.018 0.097
H 4.8636 0.1366 4.4322 0.059 0.010 0.059
H 3.8840 1.5791 4.1301 0.031 0.073 0.053
H 1.9496 1.3903 2.5264 -0.076 0.113 0.020
H -4.1579 1.0094 -4.6857 -0.038 -0.057 0.062
H -4.4881 1.4572 -2.9761 -0.066 -0.033 -0.021
H -4.4080 0.8641 -0.8143 -0.036 0.153 -0.003
H -3.3283 0.1468 1.2778 0.026 0.024 -0.109
H -0.2599 -1.6483 2.9977 0.006 0.117 -0.011
H -1.4772 -0.3957 2.7320 0.091 0.057 0.061
H -2.0286 -3.3937 2.9823 -0.021 -0.094 -0.015
H -3.2617 -2.1719 2.6863 -0.121 -0.033 -0.023
H -2.3730 -2.1752 4.2138 -0.074 -0.028 0.110
H 0.5369 -2.9982 1.1566 0.077 -0.028 0.104
H 0.7027 -3.3732 -1.2492 0.078 -0.058 -0.053
H -0.8209 -2.2132 -2.8309 -0.006 -0.043 -0.086
```
Forces are in eV/Å.

As for the structure (SMILES): C=CCn1c(COc2cccc(C)c2)nnc1SCC(=O)c1c[nH]c2c(CC)cccc12. The calculation puts the LUMO energy at 0.56 eV.

---

# 3
Formula: C25H26N4O4S
Source: the OMol25 dataset
Level of theory: ωB97M-V/def2-TZVPD

```
60
Properties=species:S:1:pos:R:3:forces:R:3
O -2.2715 -3.6831 2.0614 -0.067 -0.018 0.022
N -1.9978 -2.5103 1.8395 -0.446 -0.211 1.000
O -2.1646 -1.6223 2.6651 0.139 -0.153 0.017
C -1.4038 -2.1893 0.5981 0.614 0.323 -1.206
C -0.6791 -3.2125 -0.0234 -0.012 0.057 0.126
C 0.1522 -2.9621 -1.0767 0.095 0.000 0.066
C 0.3061 -1.6464 -1.5579 -0.512 -0.154 0.048
N 1.1588 -1.4265 -2.6380 -0.058 -0.009 -0.236
C 1.2712 -0.1154 -3.2377 -0.024 0.023 -0.067
C 2.3504 0.7407 -2.5196 -0.139 0.389 -0.139
N 2.8876 0.0511 -1.3725 -0.606 0.173 0.821
S 2.3253 0.4310 0.1549 0.686 0.074 -0.192
O 1.9174 -0.7503 0.8538 0.360 0.004 0.083
O 1.4079 1.5284 0.0228 0.303 0.208 -0.117
C 3.8366 1.0350 0.8965 -0.466 -0.217 -0.001
C 4.2881 2.2957 0.5572 0.010 0.173 -0.031
C 5.4785 2.7555 1.0948 -0.097 -0.010 -0.080
C 6.2022 1.9490 1.9600 0.041 -0.055 0.056
C 5.7383 0.6869 2.2955 0.039 0.044 -0.029
C 4.5469 0.2248 1.7597 -0.110 -0.154 0.055
C 3.3653 -1.2951 -1.5872 0.372 -0.361 0.118
C 2.4695 -2.0407 -2.6045 0.095 0.011 0.098
C -0.4842 -0.6510 -1.0069 0.035 -0.001 -0.165
C -1.3695 -0.8813 0.0582 -0.042 -0.543 0.135
N -2.1876 0.1113 0.4968 -0.132 0.128 0.096
C -1.8582 1.5103 0.3832 0.145 0.333 -0.336
C -2.6965 2.1560 -0.7190 0.143 -0.077 0.180
C -4.1511 1.9128 -0.4295 -0.016 -0.020 -0.036
C -5.1283 2.7571 -0.9430 -0.060 -0.030 0.014
C -6.4660 2.5445 -0.6711 -0.017 0.094 -0.057
C -6.8415 1.4786 0.1304 -0.065 -0.070 0.046
C -5.8768 0.6348 0.6451 0.040 0.050 -0.014
C -4.5290 0.8379 0.3694 -0.040 0.052 -0.128
C -3.5292 -0.1280 0.9596 -0.216 -0.129 0.363
H -0.7651 -4.2075 0.3867 0.003 -0.014 -0.018
H 0.6915 -3.7790 -1.5262 0.038 -0.077 -0.049
H 1.5608 -0.2690 -4.2836 -0.068 0.081 0.092
H 0.3011 0.3764 -3.2354 0.037 0.004 -0.032
H 1.9273 1.6710 -2.1438 0.034 0.046 -0.288
H 3.1760 0.9745 -3.2014 -0.074 0.018 0.055
H 3.6950 2.9018 -0.1087 -0.016 0.168 -0.086
H 5.8408 3.7404 0.8421 0.012 0.082 -0.025
H 7.1299 2.3090 2.3790 0.074 0.029 0.037
H 6.3012 0.0652 2.9749 0.033 -0.057 0.056
H 4.1480 -0.7455 2.0094 0.008 -0.132 0.087
H 3.3231 -1.7893 -0.6163 0.140 -0.192 -0.171
H 4.4069 -1.2664 -1.9314 -0.068 -0.077 0.053
H 2.8920 -1.9654 -3.6107 -0.031 -0.073 0.063
H 2.4042 -3.0933 -2.3410 0.079 0.034 -0.080
H -0.4207 0.3540 -1.3826 -0.037 0.099 -0.063
H -0.7881 1.6348 0.2211 -0.162 -0.024 0.063
H -2.1097 1.9833 1.3403 0.089 0.031 -0.025
H -2.4954 3.2273 -0.7756 -0.002 0.025 -0.020
H -2.4408 1.7152 -1.6878 0.093 0.028 -0.001
H -4.8285 3.5918 -1.5612 0.033 0.095 -0.060
H -7.2136 3.2096 -1.0772 -0.063 0.057 -0.031
H -7.8840 1.3068 0.3529 -0.091 -0.021 0.019
H -6.1645 -0.1976 1.2713 -0.050 -0.110 0.084
H -3.8304 -1.1432 0.6799 0.057 0.095 0.073
H -3.5777 -0.0676 2.0587 -0.062 -0.042 -0.237
```
Forces are in eV/Å.

As for the structure (SMILES): O=[N+]([O-])c1ccc(N2CCN(S(=O)(=O)c3ccccc3)CC2)cc1N1CCc2ccccc2C1. The calculation puts the LUMO energy at 0.34 eV.

---

# 4
Formula: C25H26N5O4PTi
Source: the OMol25 dataset
Level of theory: ωB97M-V/def2-TZVPD

```
62
Properties=species:S:1:pos:R:3:forces:R:3
Ti -10.0771 -14.6001 1.2932 0.782 -0.977 0.764
C -11.8609 -13.1517 1.4653 -1.450 -0.142 -1.292
C -12.2616 -14.2712 2.2640 -0.255 0.114 -1.334
C -11.3305 -14.4319 3.2890 -1.110 -1.168 1.757
C -10.4233 -13.4171 3.2278 1.791 2.268 -0.154
C -10.7163 -12.6177 2.0407 1.019 0.407 1.907
H -12.3602 -12.8179 0.5085 0.647 -0.391 1.425
H -13.1600 -14.8629 2.1528 0.191 0.068 -0.197
H -11.4289 -15.1468 4.1213 0.260 0.234 -0.716
H -9.6171 -13.1893 3.9671 -0.718 -0.387 -0.981
H -10.0624 -11.7956 1.7666 -0.831 -0.016 0.020
O -9.9787 -14.5470 -2.8580 0.780 -0.283 1.558
C -9.7824 -14.6908 -1.5532 1.184 -0.473 -2.001
O -10.6399 -14.3258 -0.7706 -0.054 0.472 1.441
C -8.5306 -15.3956 -1.1291 -0.710 -0.701 -0.371
C -7.6141 -15.9433 -2.0070 1.747 -0.603 0.515
C -6.5795 -16.6964 -1.4018 -0.564 -0.099 1.177
C -6.5912 -16.9720 0.0185 -0.789 0.586 -2.659
C -7.6013 -16.4203 0.7638 -0.338 0.453 -0.316
N -8.5217 -15.6713 0.1712 -0.950 1.011 -0.232
C -7.8611 -16.4602 2.2436 -0.718 0.501 -1.040
O -7.0522 -17.0060 3.0676 1.019 -0.662 0.206
O -8.8709 -15.9042 2.6443 -1.005 0.470 -0.013
H -10.8101 -14.0667 -2.8602 -0.754 0.432 -0.931
H -7.6026 -15.8340 -3.0955 -0.283 0.243 0.491
H -5.7935 -17.1089 -2.0275 -0.125 -0.070 0.176
H -5.9612 -17.7083 0.4224 1.209 -0.596 0.411
H -6.2704 -17.3199 2.5842 0.180 -0.222 0.466
C -13.7151 -19.0030 0.8030 -0.969 0.011 0.774
N -13.7969 -18.0247 -0.2602 -0.727 0.798 -0.723
C -13.3189 -18.5193 -1.5657 0.111 -1.475 1.845
N -11.9376 -18.9229 -1.3694 0.844 0.184 0.516
C -11.7921 -19.9045 -0.2425 1.303 1.412 -0.496
N -12.3573 -19.4843 1.0813 0.494 0.169 -1.788
C -11.5372 -18.4425 1.5806 2.271 1.141 0.667
P -11.3996 -16.8788 0.4608 -0.917 -1.044 1.241
C -13.2236 -16.7603 0.1280 -0.369 1.229 -0.750
C -11.0591 -17.7617 -1.0982 1.989 -1.009 -0.897
H -14.2316 -19.8846 0.4258 -0.481 0.032 0.433
H -14.2129 -18.5532 1.7567 0.894 -1.028 -1.590
H -13.3521 -17.7969 -2.3306 -0.230 1.260 -0.712
H -13.9291 -19.3767 -1.9345 0.421 0.447 0.619
H -10.6789 -20.0195 -0.2161 -0.952 -0.316 0.643
H -12.2165 -20.8026 -0.5893 -0.741 -1.189 -0.095
H -10.4778 -18.7964 1.7382 -0.954 0.135 -0.199
H -11.8477 -18.0869 2.5568 -0.351 0.000 0.237
H -13.3629 -15.9564 -0.6393 -0.016 -0.781 0.197
H -13.7897 -16.3811 0.9698 0.087 -0.053 0.467
H -9.9976 -18.1754 -1.0739 -1.048 0.417 0.185
H -10.9952 -17.0533 -1.9341 -0.556 -0.186 -0.133
N -3.7152 -10.4572 0.2243 -0.358 0.142 -0.131
C -4.7530 -10.9293 0.3761 0.186 -0.846 0.564
C -5.9346 -11.7196 0.6894 0.555 -0.147 -0.409
C -5.9057 -12.8020 1.5719 0.719 0.897 0.115
C -7.0837 -13.5080 1.7969 1.054 -1.094 0.953
C -8.2894 -13.2250 1.2353 -0.921 1.234 -1.998
C -8.2920 -12.0865 0.3199 1.121 -2.803 1.878
C -7.1111 -11.4501 0.0083 -1.303 1.170 -0.866
H -4.9620 -13.0445 2.0988 -0.788 0.101 -0.364
H -6.9909 -14.3541 2.4775 0.060 0.272 0.066
H -9.2191 -11.8446 -0.0957 -1.062 0.757 -1.044
H -7.1911 -10.6804 -0.7830 0.480 -0.309 0.717
```
Forces are in eV/Å.

Its total charge is +2. The calculation puts the LUMO energy at -7.84 eV.

---

no.,Kohn-Sham gap (Ha),HOMO energy (eV)
1,0.289,-8.21
2,0.317,-8.06
3,0.297,-7.75
4,0.217,-13.75